The following is a quantum chemistry calculation of a molecular structure, C39H80IN5O13S at a distorted geometry, from OMol25.

Results
DFT total energy: -3481.5669 a.u.
largest force on an atom: 1.16 eV Å⁻¹

Each line ends with the Mulliken charge.
Positions of all 139 atoms, in Å:
C (-2.253936, -0.970448, 2.245004)  -0.2048
C (-0.862702, -0.964743, 1.609139)  -1.3903
C (-0.503368, 0.196193, 0.637585)  2.3676
C (0.431482, -0.449127, -0.389036)  -2.7409
O (0.758131, 0.465372, -1.430221)  0.0602
C (0.836846, -0.039397, -2.683514)  0.7241
C (1.487713, -1.382809, -2.818013)  -1.1476
O (0.427103, 0.587191, -3.600730)  -0.5904
O (-1.633127, 0.773957, 0.043095)  0.0406
C (-2.362573, -0.029172, -0.861987)  -0.2854
C (-3.771075, 0.528126, -0.991479)  -0.4438
N (-3.835867, 1.974252, -1.192153)  -0.6431
C (0.258723, 1.377554, 1.366921)  -1.9182
I (0.197482, 3.242297, 0.172505)  0.1137
O (1.514559, 0.953085, 1.677744)  -0.3166
C (2.578123, 1.867988, 2.017883)  -0.6984
C (3.566535, 2.014545, 0.854121)  -0.1505
C (5.039269, 2.140727, 1.304509)  -0.8248
C (6.036384, 1.212955, 0.572418)  -0.6725
N (6.734049, 1.822565, -0.567220)  -0.4125
C (6.017210, 1.728471, -1.844355)  -0.2092
C (6.324155, 0.481228, -2.637940)  0.3121
C (6.680912, -0.751195, -2.070799)  -0.3298
C (6.929545, -1.887771, -2.857261)  -0.9319
C (6.827266, -1.805808, -4.251594)  -0.5554
C (6.489009, -0.582981, -4.847997)  -0.7345
C (6.244481, 0.543561, -4.049217)  0.6735
O (5.890102, 1.739651, -4.606096)  -0.4808
S (-0.500000, 1.907429, 2.976594)  1.9607
C (-2.170127, 2.380141, 2.623127)  -0.8662
O (0.213580, 3.088022, 3.406806)  -0.7900
O (-0.499973, 0.762053, 3.857214)  -0.4182
H (-2.252259, -0.487356, 3.217749)  -0.3947
H (-3.018418, -0.518288, 1.618886)  -0.0661
H (-2.556513, -2.004097, 2.419160)  0.4763
H (-0.112687, -1.013894, 2.395381)  0.5233
H (-0.758086, -1.891125, 1.039216)  0.7162
H (-0.059273, -1.331871, -0.800195)  0.7594
H (1.334031, -0.788009, 0.114009)  0.7730
H (0.712282, -2.128184, -3.005193)  0.2965
H (2.132538, -1.361247, -3.690089)  0.3637
H (2.059096, -1.681027, -1.944454)  0.3468
H (-1.881021, -0.037173, -1.847380)  0.1276
H (-2.416678, -1.066113, -0.515255)  0.1517
H (-4.350802, 0.262597, -0.108250)  0.1858
H (-4.245769, 0.039346, -1.845316)  0.3276
H (-3.962654, 2.458439, -0.317474)  0.2888
H (-2.998369, 2.327127, -1.635028)  0.3270
H (3.079099, 1.408625, 2.870805)  0.4114
H (2.171557, 2.814344, 2.361275)  0.3949
H (3.414279, 1.169777, 0.185221)  0.0543
H (3.289970, 2.904555, 0.287136)  0.2740
H (5.359959, 3.169010, 1.130231)  0.3032
H (5.115073, 1.964628, 2.378548)  0.4845
H (5.488655, 0.339044, 0.226690)  0.3459
H (6.784352, 0.857287, 1.283816)  0.3689
H (6.839886, 2.806155, -0.358584)  0.3110
H (6.269327, 2.584412, -2.465563)  0.5054
H (4.930103, 1.786509, -1.691726)  0.0872
H (6.805342, -0.833048, -1.001517)  0.4043
H (7.202542, -2.816929, -2.377682)  0.4033
H (7.009548, -2.674858, -4.869183)  0.3999
H (6.397051, -0.497978, -5.924420)  0.4548
H (5.922428, 1.656487, -5.566151)  0.1284
H (-2.845464, 1.602305, 2.965265)  0.2854
H (-2.308601, 3.284909, 3.212413)  0.5968
H (-2.298144, 2.600899, 1.569782)  0.0674
C (-2.620293, -2.096443, 10.954006)  -0.6846
O (-1.899971, -0.884408, 10.902660)  -0.3435
C (-0.612343, -0.970069, 10.308298)  -0.8031
C (-0.565348, -0.306338, 8.949809)  -0.1535
N (-1.327224, -1.049419, 7.958531)  -0.2205
C (-1.536827, -0.361669, 6.684985)  -0.6918
C (-2.257076, 0.979755, 6.684691)  -0.0364
O (-3.640526, 0.918372, 6.988309)  -0.4376
C (-3.961682, 0.845423, 8.361553)  -0.5877
H (-3.458469, -1.944234, 11.632141)  0.2356
H (-3.017829, -2.392433, 9.976451)  0.2819
H (-2.000150, -2.911911, 11.338549)  0.3353
H (-0.290838, -2.014240, 10.240379)  0.4173
H (0.082356, -0.446091, 10.970353)  0.3930
H (0.479351, -0.257959, 8.626070)  0.3310
H (-0.917821, 0.726255, 9.077889)  0.1715
H (-2.223745, -1.304283, 8.350604)  0.1194
H (-2.108673, -1.039193, 6.045497)  0.2956
H (-0.566155, -0.223348, 6.204327)  0.2993
H (-2.199684, 1.363112, 5.666220)  -0.0645
H (-1.762812, 1.719598, 7.326718)  0.3481
H (-3.266375, 1.430568, 8.970148)  0.2906
H (-3.975014, -0.184493, 8.731394)  0.1644
H (-4.963519, 1.257254, 8.484178)  0.3054
C (-8.315690, -5.424220, 2.990603)  -0.7021
O (-6.919325, -5.607340, 3.092859)  -0.3391
C (-6.350421, -6.482008, 2.130104)  -0.8207
C (-5.521475, -5.735556, 1.108064)  -0.0872
N (-6.351198, -4.924600, 0.230151)  -0.2812
C (-5.633419, -3.984307, -0.621724)  -1.3330
C (-4.744982, -2.928526, 0.025655)  0.3530
O (-5.436435, -1.910118, 0.719376)  -0.3693
C (-5.870753, -2.242092, 2.024904)  -0.6843
H (-8.644565, -4.942283, 3.909598)  0.2354
H (-8.596623, -4.783907, 2.146619)  0.2872
H (-8.835646, -6.381338, 2.889257)  0.3427
H (-7.129410, -7.074208, 1.639974)  0.4104
H (-5.692439, -7.170011, 2.667617)  0.3936
H (-4.977614, -6.467193, 0.501795)  0.3657
H (-4.777148, -5.146065, 1.661132)  0.1026
H (-7.030735, -4.419801, 0.783056)  0.1217
H (-6.376879, -3.457975, -1.224764)  0.4264
H (-5.014284, -4.560760, -1.317820)  0.4374
H (-4.218069, -2.420188, -0.786357)  0.1142
H (-3.976285, -3.370648, 0.674193)  0.1986
H (-5.160871, -2.902652, 2.530550)  0.2951
H (-6.858140, -2.711916, 2.023879)  0.2265
H (-5.944611, -1.311821, 2.587918)  0.3324
C (5.668315, 1.726818, -8.682951)  -0.8098
O (4.579432, 1.830934, -7.787439)  -0.3246
C (4.456598, 3.086137, -7.124049)  -0.8075
C (3.317037, 3.928472, -7.649225)  -0.2749
N (3.579371, 4.421125, -8.993703)  -0.3069
C (2.441034, 5.035659, -9.668592)  -0.7311
C (1.172346, 4.217036, -9.877654)  -0.4486
O (1.288314, 3.172857, -10.822934)  -0.4323
C (1.873687, 1.979010, -10.344780)  -0.4889
H (5.785786, 0.671588, -8.925071)  0.2477
H (5.500254, 2.276061, -9.615177)  0.3511
H (6.596352, 2.092481, -8.230315)  0.3645
H (5.401579, 3.638158, -7.185384)  0.4189
H (4.254298, 2.870995, -6.073409)  0.4701
H (3.186931, 4.783248, -6.978460)  0.3613
H (2.406757, 3.317581, -7.587202)  0.1633
H (3.932605, 3.665470, -9.564942)  0.1014
H (2.785660, 5.360745, -10.653000)  0.3793
H (2.167861, 5.940950, -9.115798)  0.3913
H (0.420061, 4.896082, -10.285775)  0.3553
H (0.767550, 3.828217, -8.934750)  0.3346
H (1.598591, 1.782314, -9.304642)  0.2587
H (2.965019, 1.990564, -10.428272)  0.1397
H (1.499954, 1.164055, -10.964050)  0.3157

Forces on atoms 1 to 3 (eV/Å):
0.0 -0.2 0.1
0.0 -0.2 0.1
0.3 0.1 0.3